(1)
95
Properties=species:S:1:pos:R:3 method="wB97M-V/def2-TZVPD" energy_ha=-7397.62278 lumo_ev=-0.291 total_charge=0 homo_ev=-9.58 homo_lumo_gap_ev=9.29
C 0.723 -8.254 -6.623
N 0.072 -6.962 -6.326
O 0.090 -6.388 -5.258
O -0.728 -6.652 -7.194
H -0.057 -9.015 -6.644
H 1.489 -8.443 -5.870
H 1.294 -8.231 -7.551
C -5.926 5.913 2.409
N -6.683 4.753 2.984
O -6.045 4.132 3.762
O -7.770 4.427 2.616
H -5.372 5.623 1.516
H -5.255 6.341 3.153
H -6.708 6.613 2.116
C -5.242 -5.327 -0.261
N -4.536 -5.574 1.063
O -5.236 -6.067 1.940
O -3.379 -5.264 1.110
H -6.197 -4.902 0.049
H -5.423 -6.289 -0.740
H -4.609 -4.605 -0.776
C -6.623 -1.736 5.109
N -7.113 -1.519 3.723
O -6.258 -1.115 2.912
O -8.272 -1.629 3.354
H -5.954 -2.592 5.022
H -7.463 -2.014 5.747
H -6.180 -0.814 5.487
C -0.719 6.625 -2.374
N -1.751 7.705 -2.397
O -1.874 8.200 -3.469
O -2.564 7.860 -1.567
H -0.726 6.025 -3.284
H -1.055 6.086 -1.488
H 0.239 7.118 -2.203
C 6.558 -3.979 -7.174
N 7.019 -2.574 -6.965
O 6.152 -1.841 -6.443
O 8.232 -2.389 -7.096
H 5.502 -3.998 -7.442
H 6.729 -4.646 -6.330
H 7.163 -4.227 -8.047
Br -4.542 -0.941 -7.121
C -3.227 -1.309 -8.556
C -3.550 -0.369 -9.710
Br -3.219 1.542 -9.328
H -3.338 -2.357 -8.833
H -2.223 -1.159 -8.159
H -4.575 -0.566 -10.024
H -2.924 -0.531 -10.587
C 2.096 -2.994 5.994
C 2.159 -2.030 7.201
O 0.891 -1.880 7.869
C 0.358 -2.992 8.525
C 0.928 -3.478 9.850
H 2.049 -4.033 6.320
H 1.276 -2.754 5.317
H 2.970 -3.106 5.353
H 2.915 -2.530 7.807
H 2.647 -1.114 6.867
H -0.687 -2.737 8.700
H 0.323 -3.832 7.831
H 1.858 -4.008 9.643
H 0.250 -4.017 10.512
H 1.236 -2.640 10.476
C 5.457 6.764 2.639
C 5.427 5.494 1.776
O 5.651 5.846 0.444
C 5.856 4.767 -0.399
C 7.296 4.161 -0.237
H 4.969 6.512 3.581
H 6.484 7.105 2.772
H 4.754 7.450 2.169
H 6.122 4.769 2.200
H 4.515 4.897 1.754
H 5.119 3.982 -0.232
H 5.718 4.972 -1.461
H 7.349 3.315 -0.923
H 7.560 3.814 0.762
H 7.977 4.908 -0.643
C -0.148 1.901 1.969
C -0.716 1.012 0.919
O -0.021 1.193 -0.323
C -0.025 -0.060 -1.025
C 0.885 0.068 -2.191
H -0.690 1.685 2.890
H 0.833 1.560 2.299
H -0.082 2.964 1.737
H -0.808 0.009 1.335
H -1.732 1.356 0.728
H 0.578 -0.768 -0.457
H -0.979 -0.535 -1.256
H 0.418 0.585 -3.029
H 1.279 -0.920 -2.430
H 1.742 0.658 -1.866



(2)
93
Properties=species:S:1:pos:R:3 method="wB97M-V/def2-TZVPD" energy_ha=-5090.28333 lumo_ev=-4.523 total_charge=+1 homo_ev=-11.81 homo_lumo_gap_ev=7.29
C 5.992 -1.800 -0.735
C 4.688 -1.021 -0.902
O 3.796 -1.690 -1.822
C 2.508 -1.704 -1.399
O 1.921 -2.759 -1.311
C 1.794 -0.412 -1.004
C 0.540 -0.198 -1.852
C -0.351 1.001 -1.373
C -1.237 0.576 -0.221
C -0.937 1.073 1.059
C 0.209 2.043 1.322
O 1.335 1.718 1.045
O -0.159 3.223 1.817
C 0.946 3.966 2.412
C 1.465 5.006 1.416
F 1.040 6.274 1.820
C -1.758 0.669 2.105
Br -1.478 1.272 3.887
C -2.804 -0.173 1.863
N -3.088 -0.636 0.656
Si -4.582 -1.707 0.546
C -5.104 -2.398 2.230
C -5.996 -0.557 0.053
C -4.421 -3.202 -0.585
C -2.319 -0.272 -0.386
C -2.636 -0.758 -1.787
O -3.867 -0.214 -2.290
C -3.587 0.705 -3.296
C -3.750 2.180 -2.911
O -3.267 0.365 -4.399
H 6.502 -1.948 -1.691
H 5.803 -2.765 -0.257
H 6.664 -1.236 -0.084
H 4.943 -0.041 -1.331
H 4.255 -0.879 0.096
H 2.513 0.412 -1.089
H 1.551 -0.519 0.060
H 0.869 0.008 -2.877
H -0.062 -1.111 -1.802
H 0.304 1.842 -1.142
H -0.932 1.278 -2.260
H 1.726 3.344 2.851
H 0.509 4.538 3.239
H 1.039 4.867 0.417
H 2.557 5.037 1.404
H -3.425 -0.417 2.722
H -4.309 -3.043 2.618
H -5.992 -3.011 2.048
H -5.294 -1.600 2.955
H -6.036 0.236 0.816
H -6.933 -1.117 0.156
H -5.877 -0.124 -0.941
H -5.080 -3.986 -0.202
H -3.397 -3.538 -0.772
H -4.830 -2.909 -1.566
H -2.626 -1.849 -1.873
H -1.870 -0.436 -2.493
H -3.022 2.789 -3.445
H -4.779 2.450 -3.173
H -3.605 2.239 -1.826
O 3.625 3.679 4.304
H 4.055 2.826 4.455
H 3.805 4.175 5.108
O 0.746 -2.664 -4.329
H 1.241 -2.907 -3.534
H 0.062 -3.339 -4.396
O -4.687 2.115 2.765
H -4.332 2.814 2.205
H -3.989 1.962 3.413
O 8.290 -2.358 1.241
H 8.651 -3.248 1.307
H 8.585 -1.921 2.050
O 4.638 0.954 5.326
H 5.106 0.794 6.152
H 4.022 0.218 5.256
O -0.389 -1.103 -5.575
H -1.026 -1.725 -5.940
H 0.057 -1.607 -4.880
O -2.850 -2.572 -4.412
H -3.246 -1.697 -4.563
H -3.602 -3.153 -4.255
O 3.852 -2.444 -5.646
H 4.149 -2.293 -4.743
H 2.940 -2.740 -5.547
O -2.500 -2.739 3.803
H -2.117 -2.070 3.229
H -1.808 -2.928 4.448
O -2.163 4.412 3.694
H -2.373 5.337 3.523
H -1.589 4.154 2.964
O 8.822 0.105 2.328
H 8.663 1.045 2.199
H 9.305 -0.161 1.536



(3)
81
Properties=species:S:1:pos:R:3 method="wB97M-V/def2-TZVPD" energy_ha=-4298.33844 lumo_ev=1.997 total_charge=-1 homo_ev=-3.91 homo_lumo_gap_ev=5.91
C -2.192 -2.128 0.672
C -0.936 -1.332 0.941
S 0.470 -2.085 0.125
C 1.806 -1.553 1.216
Nb 2.607 0.459 0.559
Br 2.812 0.082 -2.021
C 3.088 2.696 0.513
O 3.484 3.355 1.719
C 2.438 4.030 2.330
C 4.783 -0.037 0.985
C 5.318 -1.289 0.348
C 6.129 -1.038 -0.909
F 6.190 -1.969 1.264
H -3.064 -1.577 1.002
H -2.299 -2.325 -0.391
H -2.163 -3.093 1.169
H -0.723 -1.274 1.998
H -1.047 -0.319 0.569
H 2.567 -2.329 1.214
H 1.391 -1.535 2.217
H 0.852 1.013 0.519
H 2.465 0.821 2.314
H 2.295 3.269 0.031
H 3.954 2.738 -0.150
H 1.967 4.742 1.645
H 1.671 3.332 2.678
H 2.830 4.573 3.184
H 4.980 -0.086 2.052
H 5.355 0.805 0.604
H 4.554 -2.035 0.140
H 5.871 -0.087 -1.353
H 7.180 -1.036 -0.640
H 5.977 -1.813 -1.652
C 9.735 1.366 0.434
C 8.844 2.016 1.484
C 9.541 2.106 2.835
O 7.606 1.336 1.589
H 9.977 0.342 0.734
H 9.220 1.322 -0.524
H 10.670 1.915 0.307
H 8.574 3.021 1.153
H 9.779 1.102 3.198
H 8.888 2.583 3.566
H 10.470 2.674 2.770
H 7.764 0.428 1.873
C -4.854 0.730 -2.598
C -4.863 -0.458 -1.649
C -6.154 -1.254 -1.748
O -4.617 -0.033 -0.310
H -5.670 1.416 -2.349
H -3.914 1.276 -2.517
H -4.983 0.410 -3.633
H -4.018 -1.108 -1.881
H -7.006 -0.624 -1.473
H -6.132 -2.105 -1.068
H -6.318 -1.630 -2.756
H -5.332 0.555 -0.047
C -1.985 2.337 4.263
C -2.237 1.104 3.408
C -3.702 0.692 3.408
O -1.425 0.020 3.855
H -2.260 2.137 5.303
H -0.929 2.603 4.233
H -2.570 3.189 3.913
H -1.909 1.304 2.388
H -4.022 0.441 4.424
H -3.849 -0.183 2.777
H -4.340 1.498 3.040
H -1.679 -0.182 4.762
C -9.336 -2.561 -5.609
C -7.847 -2.617 -5.303
C -7.050 -3.208 -6.454
O -7.602 -3.331 -4.093
H -9.722 -3.571 -5.777
H -9.881 -2.124 -4.774
H -9.534 -1.970 -6.504
H -7.486 -1.608 -5.096
H -7.372 -4.236 -6.645
H -5.988 -3.226 -6.214
H -7.191 -2.633 -7.370
H -7.902 -4.238 -4.216